{
  "formula": "C66H144BF4N6",
  "method": "ωB97M-V/def2-TZVPD",
  "species": ["B", "F", "F", "F", "F", "C", "C", "C", "C", "N", "C", "C", "C", "C", "C", "C", "C", "H", "H", "H", "H", "H", "H", "H", "H", "H", "H", "H", "H", "H", "H", "H", "H", "H", "H", "H", "H", "H", "H", "H", "H", "C", "C", "C", "C", "N", "C", "C", "C", "C", "C", "C", "C", "H", "H", "H", "H", "H", "H", "H", "H", "H", "H", "H", "H", "H", "H", "H", "H", "H", "H", "H", "H", "H", "H", "H", "H", "C", "C", "C", "C", "N", "C", "C", "C", "C", "C", "C", "C", "H", "H", "H", "H", "H", "H", "H", "H", "H", "H", "H", "H", "H", "H", "H", "H", "H", "H", "H", "H", "H", "H", "H", "H", "C", "C", "C", "C", "N", "C", "C", "C", "C", "C", "C", "C", "H", "H", "H", "H", "H", "H", "H", "H", "H", "H", "H", "H", "H", "H", "H", "H", "H", "H", "H", "H", "H", "H", "H", "H", "C", "C", "C", "C", "N", "C", "C", "C", "C", "C", "C", "C", "H", "H", "H", "H", "H", "H", "H", "H", "H", "H", "H", "H", "H", "H", "H", "H", "H", "H", "H", "H", "H", "H", "H", "H", "C", "C", "C", "C", "N", "C", "C", "C", "C", "C", "C", "C", "H", "H", "H", "H", "H", "H", "H", "H", "H", "H", "H", "H", "H", "H", "H", "H", "H", "H", "H", "H", "H", "H", "H", "H"],
  "positions_angstrom": [[-6.01704, 24.38535, 21.05755], [-5.27156, 23.42236, 21.67364], [-6.71705, 23.66442, 20.13886], [-6.70230, 25.07002, 21.99344], [-5.02796, 25.12031, 20.51554], [-1.09233, 28.78547, 21.13222], [-1.03926, 28.19158, 22.50311], [-1.91194, 27.01600, 22.71454], [-1.46664, 26.22968, 23.86931], [-2.38490, 24.88862, 24.06629], [-1.85136, 24.22597, 25.35403], [-0.57283, 23.49131, 24.76801], [-0.99649, 22.96490, 23.44301], [-2.14902, 23.76815, 22.95185], [-3.94281, 25.08092, 24.09905], [-4.45431, 26.00890, 25.31063], [-5.97104, 26.00465, 25.58898], [-0.70376, 28.04645, 20.43153], [-0.52019, 29.69491, 20.94867], [-2.06213, 29.09970, 20.74642], [-1.27876, 29.02737, 23.16052], [-0.05343, 27.83023, 22.79579], [-2.00574, 26.34171, 21.86329], [-2.91827, 27.32942, 22.99234], [-1.62033, 26.85258, 24.75049], [-0.43450, 25.87935, 23.86294], [-2.62445, 23.53465, 25.68944], [-1.75278, 25.02200, 26.09208], [-0.19809, 22.69374, 25.40953], [0.23975, 24.20426, 24.62826], [-1.18129, 21.89202, 23.38949], [-0.09653, 22.98606, 22.82841], [-3.07150, 23.26239, 22.66668], [-1.79441, 24.20189, 22.01685], [-4.34056, 24.06898, 24.17575], [-4.35393, 25.41190, 23.14536], [-4.16405, 27.01322, 25.00211], [-3.86874, 25.98293, 26.22961], [-6.59934, 25.67348, 24.76214], [-6.29538, 27.00885, 25.86189], [-6.18851, 25.33338, 26.41977], [-4.52479, 27.81360, 12.86955], [-5.86248, 28.53475, 13.25817], [-6.60634, 27.98580, 14.44423], [-5.73887, 28.08032, 15.72319], [-6.28662, 27.42837, 17.00794], [-5.35475, 27.79994, 18.14022], [-5.70773, 29.07738, 18.69053], [-7.21869, 29.09098, 18.56115], [-7.62607, 28.19860, 17.42748], [-6.74643, 25.98836, 16.86583], [-5.59175, 25.11210, 16.30856], [-5.96567, 23.63402, 16.20473], [-3.69999, 27.66859, 13.56724], [-4.09454, 28.27315, 11.97971], [-4.72932, 26.79298, 12.54611], [-6.50260, 28.56356, 12.37640], [-5.71741, 29.61433, 13.29768], [-6.99945, 26.98569, 14.26162], [-7.51479, 28.58814, 14.44740], [-5.49192, 29.13129, 15.87345], [-4.76572, 27.58938, 15.72973], [-5.49963, 26.98295, 18.84708], [-4.30225, 27.73629, 17.86402], [-5.22242, 29.21578, 19.65666], [-5.28771, 29.76708, 17.95840], [-7.75603, 28.71749, 19.43285], [-7.57852, 30.11653, 18.47831], [-8.34297, 27.42857, 17.71243], [-7.98234, 28.76985, 16.57025], [-7.63074, 25.79040, 16.26010], [-7.16631, 25.63983, 17.80940], [-4.71621, 25.05729, 16.95549], [-5.21305, 25.26550, 15.29804], [-6.47107, 23.22161, 15.33147], [-6.57633, 23.31067, 17.04772], [-5.09526, 22.98088, 16.26711], [-2.79635, 30.76431, 25.31344], [-4.21738, 31.13764, 25.24816], [-5.09472, 30.76989, 24.08261], [-6.53514, 31.38350, 24.04898], [-7.48905, 30.53625, 23.24886], [-7.92959, 29.23595, 24.09530], [-8.11268, 28.09220, 23.15034], [-7.02790, 28.36827, 22.14134], [-6.94551, 29.93650, 21.90381], [-8.74150, 31.41518, 22.83561], [-9.29794, 32.32418, 24.08445], [-10.67678, 33.02324, 23.51014], [-2.24629, 31.29292, 26.09197], [-2.42583, 31.10142, 24.34537], [-2.84571, 29.68407, 25.45039], [-4.14568, 32.22093, 25.34533], [-4.68609, 30.88111, 26.19821], [-5.06454, 29.68035, 24.07207], [-4.65609, 31.01046, 23.11419], [-6.37300, 32.32296, 23.52056], [-6.99347, 31.70411, 24.98453], [-8.95153, 29.39656, 24.43874], [-7.23807, 29.12735, 24.93083], [-9.07856, 27.99131, 22.65537], [-7.76585, 27.24121, 23.73653], [-7.25044, 27.75916, 21.26524], [-6.12275, 27.87939, 22.50163], [-7.64487, 30.07020, 21.07851], [-5.97637, 30.41146, 21.75127], [-9.38636, 30.59172, 22.52874], [-8.45187, 32.07042, 22.01411], [-8.65949, 33.18596, 24.27887], [-9.42419, 31.83988, 25.05276], [-10.25654, 33.74325, 22.80794], [-11.18994, 33.48174, 24.35545], [-11.43926, 32.39834, 23.04515], [-9.91597, 25.03450, 25.05648], [-10.34084, 23.71594, 24.49788], [-9.54224, 23.15544, 23.33307], [-10.15931, 21.99808, 22.46263], [-9.53350, 21.70498, 21.12760], [-8.07912, 21.25678, 21.32103], [-8.07632, 19.87960, 21.86671], [-9.26032, 19.15724, 21.15796], [-10.11447, 20.37285, 20.62542], [-9.52797, 22.80558, 20.03540], [-11.03047, 23.07498, 19.63481], [-11.20350, 24.38354, 18.76047], [-8.86743, 25.10262, 25.34634], [-10.41740, 25.28366, 25.99167], [-10.20056, 25.92068, 24.48923], [-11.41818, 23.73773, 24.33370], [-10.33670, 22.95870, 25.28189], [-8.52318, 22.94677, 23.65874], [-9.40063, 23.94815, 22.59846], [-11.17768, 22.28912, 22.20513], [-10.18619, 21.10003, 23.07979], [-7.48440, 21.18384, 20.41049], [-7.48979, 21.91637, 21.95801], [-7.10826, 19.39094, 21.75643], [-8.27015, 19.82107, 22.93774], [-8.72422, 18.55879, 20.42138], [-9.83001, 18.56336, 21.87270], [-10.09279, 20.45523, 19.53875], [-11.19762, 20.36694, 20.74725], [-8.94997, 22.40142, 19.20433], [-8.88255, 23.59373, 20.42315], [-11.65312, 23.18875, 20.52221], [-11.55861, 22.28777, 19.09678], [-10.34589, 24.52457, 18.10266], [-11.24402, 25.25729, 19.41087], [-12.16983, 24.32847, 18.25920], [2.31921, 17.93651, 24.22064], [0.93485, 17.78563, 24.84044], [-0.20737, 17.74353, 23.78051], [-1.40248, 17.15419, 24.36744], [-2.58163, 16.84557, 23.48679], [-3.81173, 16.29318, 24.19306], [-3.69094, 14.73565, 24.62430], [-2.62162, 14.28245, 23.65788], [-2.25224, 15.52729, 22.72064], [-2.92993, 18.08993, 22.45239], [-3.35362, 19.36547, 23.23062], [-3.87582, 20.49454, 22.35444], [2.69963, 16.97632, 23.87220], [3.06521, 18.21114, 24.96640], [2.34054, 18.68625, 23.42973], [0.84127, 18.67958, 25.45705], [0.85287, 16.93442, 25.51632], [0.24071, 17.12516, 23.00274], [-0.42163, 18.68936, 23.28291], [-1.79009, 17.77822, 25.17270], [-1.27466, 16.18343, 24.84639], [-4.63552, 16.54220, 23.52413], [-4.01538, 16.94147, 25.04532], [-4.67753, 14.27800, 24.55165], [-3.33096, 14.56802, 25.63940], [-2.96438, 13.43389, 23.06580], [-1.66567, 13.98400, 24.08822], [-2.67434, 15.62070, 21.72003], [-1.19628, 15.56872, 22.45355], [-3.76231, 17.79571, 21.81312], [-2.08678, 18.38064, 21.82574], [-2.44939, 19.74304, 23.70803], [-4.14158, 19.17056, 23.95809], [-4.45648, 21.26663, 22.85923], [-4.69329, 20.10076, 21.75046], [-3.16245, 20.94859, 21.66667], [-2.45241, 24.77818, 18.77480], [-0.91344, 24.87364, 19.20175], [-0.00825, 24.96052, 17.88618], [1.53048, 25.10820, 18.07820], [2.39188, 24.82420, 16.77057], [2.11497, 25.84288, 15.64648], [2.66549, 27.14965, 16.15537], [4.00173, 26.75925, 16.91844], [3.83736, 25.24045, 17.19406], [2.36344, 23.32883, 16.21722], [2.68717, 22.34486, 17.33516], [2.99885, 20.82506, 16.94173], [-2.55008, 24.33890, 17.78202], [-2.75679, 25.82284, 18.71050], [-3.18964, 24.31135, 19.42800], [-0.57046, 23.99949, 19.75522], [-0.76114, 25.77050, 19.80220], [-0.45799, 25.74910, 17.28288], [-0.20483, 24.01125, 17.38783], [1.93845, 24.56976, 18.93362], [1.74087, 26.15670, 18.28913], [2.54346, 25.48990, 14.70845], [1.03668, 25.72230, 15.54225], [2.81705, 27.71188, 15.23395], [2.02533, 27.79025, 16.76194], [4.87837, 27.02530, 16.32784], [4.11898, 27.29043, 17.86300], [4.47669, 24.71680, 16.48333], [4.15701, 24.80467, 18.14065], [3.12937, 23.34666, 15.44189], [1.41311, 23.13372, 15.72034], [1.67940, 22.13427, 17.69313], [3.29488, 22.66639, 18.18098], [3.95482, 20.93945, 16.43070], [2.25548, 20.38630, 16.27616], [3.17254, 20.26406, 17.85999]],
  "atomic_forces_ev_per_a": [[1.309, -1.532, 0.263], [1.357, -2.807, 2.622], [-1.910, 0.264, -1.651], [-1.778, 1.284, 0.901], [1.154, 3.033, -2.040], [0.509, -0.055, -1.713], [0.600, 1.280, 0.415], [-1.776, -0.658, -0.341], [-1.230, -1.867, 1.106], [-0.446, -0.060, -0.768], [0.365, -0.213, -1.645], [-0.680, 0.617, 2.131], [0.935, -1.728, -0.580], [0.588, 1.907, -0.539], [0.129, 0.468, 2.083], [0.817, 0.465, -1.758], [0.375, -0.443, 0.132], [-0.036, -0.001, -0.361], [0.456, -0.118, 0.593], [-0.512, -0.435, 0.457], [-0.078, -0.352, 0.646], [0.525, 0.601, -0.425], [0.110, 0.284, -0.457], [-0.332, 0.140, -0.471], [0.029, -0.450, 0.388], [-0.191, -0.008, -0.227], [0.142, -0.147, -0.014], [0.469, -0.308, -0.012], [-0.113, 0.233, 0.227], [-0.057, -0.048, 0.306], [-0.546, -0.102, 0.667], [-0.213, 0.558, -0.575], [-0.076, 0.057, 0.712], [-0.476, 0.797, 0.083], [0.169, -0.073, 0.322], [0.550, 0.373, -0.068], [-0.214, 0.355, -0.384], [-0.097, -0.985, 0.099], [0.298, -0.035, -0.286], [0.016, -0.060, 0.157], [-0.100, 0.086, 0.038], [-0.689, -0.298, -0.699], [1.703, 0.020, -1.181], [-0.092, -0.155, 0.446], [-0.137, -0.817, -0.101], [-3.065, 2.468, -0.465], [1.001, -4.453, 0.019], [-0.388, 1.409, -0.858], [-1.025, 1.042, 1.548], [1.133, -0.261, -0.891], [2.018, -1.095, -0.871], [-0.080, -1.549, 0.115], [-0.606, -1.454, 0.765], [-0.268, 0.648, 0.572], [-0.024, 0.222, 0.105], [-0.344, -0.147, -0.042], [-0.184, -0.797, -0.043], [0.412, 0.152, 0.853], [0.466, -0.297, -0.030], [-0.052, 0.211, 0.842], [-0.393, 0.067, 0.591], [-0.023, -0.113, -1.138], [0.025, -0.078, 0.354], [-0.124, -0.119, -0.526], [-0.397, 0.173, 0.023], [-0.073, 0.823, 0.494], [0.440, -0.105, 0.313], [-0.085, -0.029, -0.424], [0.023, 0.278, -0.079], [0.047, -0.389, -0.046], [0.110, 1.191, -0.767], [0.951, 0.074, 0.607], [-0.066, 0.786, 0.299], [-0.291, 1.293, 0.015], [-0.231, 0.856, -0.339], [-0.108, 0.073, 0.249], [0.334, 0.296, 0.068], [0.133, -0.879, -1.141], [-1.461, 3.048, 1.776], [-0.213, -0.899, -0.076], [1.627, -0.094, -0.789], [-1.059, -0.539, -0.459], [-1.871, 2.107, -0.364], [1.921, 0.292, 0.135], [1.139, -0.226, -0.889], [-0.347, -1.704, 1.606], [0.411, -0.124, 3.298], [-1.670, -0.179, -2.676], [1.838, -0.716, 1.131], [-0.193, -0.323, 0.058], [0.856, -0.572, -0.056], [1.205, -0.264, -0.125], [-0.656, 0.467, -0.267], [-0.433, -0.359, -0.038], [-0.675, -0.455, -0.055], [0.437, 0.363, 0.135], [-0.447, 0.068, -0.252], [0.074, -0.752, 0.147], [0.318, 0.876, 0.773], [0.043, -0.103, -0.358], [-0.123, 0.031, 0.607], [-0.858, -0.542, -0.406], [0.116, 0.538, -0.496], [0.426, 0.579, 0.126], [0.031, 0.952, 0.334], [-0.179, -0.445, -0.375], [-0.680, 0.679, -0.135], [0.060, -0.204, 0.045], [0.291, -0.208, -0.281], [-0.158, -0.575, -0.362], [-0.732, 0.254, -0.004], [0.266, 0.405, -0.172], [0.498, -0.402, -0.136], [0.211, 1.228, 0.915], [-1.137, -1.569, 0.464], [0.381, 0.454, -2.016], [-0.425, 1.375, 1.305], [2.562, -1.753, -0.227], [1.256, 0.510, 0.559], [-1.155, -1.110, 1.448], [0.529, 1.520, 0.466], [-0.283, -0.276, -1.490], [-1.976, -1.057, 0.456], [0.522, 1.693, -0.271], [0.180, -0.753, 1.327], [0.243, -0.132, -0.398], [-0.275, -0.593, 0.203], [0.286, -0.196, -0.741], [-0.100, 0.245, -0.711], [0.419, -0.012, 0.355], [0.000, -0.380, 0.106], [0.075, 0.472, -0.016], [-0.062, -0.213, 0.320], [-0.031, -0.283, -0.516], [-0.815, 0.625, -0.596], [-0.492, 0.465, -0.080], [-0.084, 0.027, -0.391], [0.071, 0.412, 0.189], [-1.158, -0.104, -0.538], [0.109, -0.166, -0.368], [0.605, -0.160, -0.100], [0.123, -0.217, 0.915], [-0.200, -0.262, 0.024], [-0.759, 0.387, 0.078], [0.200, 0.248, 0.147], [0.829, -0.474, -0.120], [-0.295, -0.155, -0.393], [0.056, 0.035, 0.071], [0.345, 0.078, -0.352], [0.383, -0.801, 0.258], [-0.195, 1.405, -0.093], [2.087, -0.400, -0.682], [-2.475, -0.835, 1.660], [-0.310, -0.685, -2.659], [-0.761, 0.917, 1.873], [0.569, 2.383, -0.529], [0.719, 0.592, -2.018], [0.770, 0.095, -0.531], [-0.725, -0.167, 1.714], [0.623, -0.022, 0.101], [-1.090, -0.454, -0.916], [-0.149, 0.038, -0.524], [-0.196, 0.268, 0.128], [-0.023, -0.100, -0.073], [-0.531, -0.018, 0.284], [0.143, -0.104, -0.154], [-0.359, -0.285, -0.327], [0.200, 0.313, 0.366], [-0.053, 0.272, 0.031], [0.710, 0.034, 0.089], [-0.016, -0.732, -0.236], [0.170, -0.056, 0.257], [0.221, -0.042, -0.337], [-0.242, 0.552, 0.093], [0.167, 0.168, -0.259], [-0.329, -0.109, 0.452], [-0.911, -0.377, 0.309], [0.171, -0.179, 0.473], [0.156, -0.581, 0.124], [0.279, -0.806, 0.197], [-0.121, -0.117, 0.615], [0.283, -0.289, 0.223], [0.662, 0.184, 0.584], [0.093, -0.251, -0.560], [0.119, -0.040, 0.134], [1.378, 0.799, 0.075], [-0.109, -0.385, -1.291], [-0.381, -0.767, 0.955], [-0.768, 0.781, -1.305], [0.906, -0.379, 1.158], [-1.518, -1.333, 1.611], [0.982, 0.290, -0.549], [-1.303, 0.012, 0.286], [0.565, -0.706, -1.711], [1.486, 1.377, 0.642], [-2.641, -2.182, 0.027], [1.464, 2.385, -0.375], [0.091, -0.100, -0.008], [-0.308, 0.047, -0.250], [0.554, -0.176, 0.312], [-0.109, -0.029, 0.194], [0.013, -0.076, 0.152], [0.400, 0.114, -0.191], [0.020, -0.032, -0.276], [-0.026, -0.504, -0.469], [0.120, 0.006, -0.040], [0.442, -0.042, 0.309], [-0.105, 0.709, -0.321], [0.521, 0.378, 0.245], [-0.271, -0.492, 0.077], [-0.049, -0.506, -0.034], [-0.257, 0.169, -0.111], [-0.045, -0.090, -0.177], [-0.592, 0.519, 0.269], [0.054, 0.087, -0.054], [-0.077, 0.164, 0.306], [-0.181, 0.594, 1.123], [0.209, 0.224, -0.493], [0.076, -0.893, -0.261], [0.045, 0.065, 0.222], [-0.270, -0.049, -0.199]],
  "homo_lumo_gap_ev": 10.96,
  "multiplicity": 1,
  "total_charge": 5,
  "relative_energy_kj_mol": 113.4
}